Here is 2 unconnected molecules or ions with the total composition C18H16Cl4N2 at a distorted geometry from OMol25. Energies are from the ωB97M-V functional and the def2-TZVPD basis.

- highest occupied orbital energy (eV) = -8.08
- total energy (Ha) = -2645.40208
- orbital gap (Ha) = 0.271
- structure (SMILES) = c1ccc(CCCc2ccc3nccnc3c2)cc1.ClC(Cl)(Cl)Cl
- lowest unoccupied orbital energy (Eh) = -0.026

Geometry as ORCA input:
```
! RIJCOSX wB97M-V def2-TZVPD def2/J DEFGRID3
* xyz 0 1
C 0.112 1.400 2.759
C -1.451 1.263 2.690
C -2.183 2.148 1.640
C -1.341 3.125 0.722
C -2.177 3.965 -0.360
C -3.133 2.936 -1.194
C -2.324 1.993 -2.213
C -1.646 0.704 -1.554
C -2.343 -0.336 -0.613
C -1.539 -1.572 -0.067
C -0.013 -1.827 -0.431
N 0.587 -3.020 0.111
C 1.936 -3.107 -0.352
C 2.675 -2.072 -1.253
N 2.053 -0.892 -1.763
C 0.675 -0.791 -1.356
C -0.140 0.456 -1.889
C 0.210 3.264 0.809
C 0.941 2.374 1.868
H 0.640 0.727 3.527
H -2.071 0.542 3.318
H -3.326 2.070 1.542
H -1.526 4.612 -1.055
H -2.911 4.676 0.191
H -3.797 3.628 -1.852
H -3.874 2.375 -0.513
H -1.487 2.653 -2.672
H -2.998 1.672 -3.083
H -3.452 -0.209 -0.337
H -2.069 -2.347 0.607
H 2.544 -4.029 -0.007
H 3.770 -2.266 -1.549
H 0.397 1.215 -2.568
H 0.725 4.001 0.108
H 2.091 2.458 1.917
Cl 5.365 -6.103 2.731
C 5.289 -6.359 0.975
Cl 4.303 -5.078 0.232
Cl 6.931 -6.310 0.297
Cl 4.555 -7.941 0.637
*
```

These are the Löwdin partial charges, in e, on atoms 1 to 2: -0.082, -0.065

=====

Here is a molecular structure, C39H38ClFeN2P2S at a distorted geometry from OMol25. Energies are from the ωB97M-V functional and the def2-TZVPD basis.

- highest occupied orbital energy (spin up / spin down) (eV) = -13.50 / -13.94
- <S²> = 8.77
- total energy (Ha) = -4422.70387
- orbital gap (spin up / spin down) (Ha) = 0.273 / 0.204
- lowest unoccupied orbital energy (spin up / spin down) (Eh) = -0.223 / -0.308

Geometry as ORCA input:
```
! RIJCOSX wB97M-V def2-TZVPD def2/J DEFGRID3
* xyz 2 6
Fe 0.048 -0.046 -0.623
Cl 0.172 -0.086 -2.798
P -0.091 2.242 -0.451
P -0.088 -2.337 -0.362
C 0.016 3.231 1.088
C -1.583 2.970 -1.229
C 1.300 2.900 -1.436
C 1.473 -3.220 -0.718
C -0.613 -3.248 1.136
C -1.293 -2.933 -1.620
C 1.138 4.015 1.406
C 1.195 4.715 2.614
C 0.153 4.618 3.537
C -0.970 3.836 3.229
C -1.051 3.193 1.995
H 1.972 4.091 0.712
H 2.070 5.338 2.830
H 0.211 5.141 4.494
H -1.786 3.739 3.948
H -1.971 2.662 1.736
C 2.592 2.419 -1.170
C 3.685 2.911 -1.890
C 3.493 3.889 -2.872
C 2.207 4.359 -3.144
C 1.106 3.860 -2.438
H 2.746 1.647 -0.414
H 4.685 2.533 -1.678
H 4.354 4.292 -3.410
H 2.048 5.126 -3.904
H 0.106 4.218 -2.677
C -2.011 4.272 -0.918
C -3.164 4.797 -1.512
C -3.906 4.035 -2.420
C -3.481 2.741 -2.738
C -2.322 2.223 -2.156
H -1.460 4.888 -0.209
H -3.480 5.810 -1.261
H -4.807 4.446 -2.883
H -4.050 2.134 -3.444
H -1.984 1.227 -2.440
C -1.834 -3.932 1.230
C -2.214 -4.541 2.432
C -1.396 -4.445 3.561
C -0.178 -3.758 3.476
C 0.224 -3.201 2.261
H -2.495 -4.001 0.367
H -3.153 -5.101 2.473
H -1.694 -4.922 4.499
H 0.474 -3.682 4.350
H 1.210 -2.743 2.183
C 2.483 -2.563 -1.436
C 3.682 -3.213 -1.735
C 3.891 -4.530 -1.312
C 2.894 -5.189 -0.586
C 1.691 -4.541 -0.289
H 2.325 -1.541 -1.778
H 4.451 -2.686 -2.304
H 4.830 -5.035 -1.552
H 3.047 -6.215 -0.247
H 0.935 -5.072 0.289
C -1.020 -4.062 -2.404
C -1.962 -4.505 -3.340
C -3.155 -3.808 -3.533
C -3.419 -2.665 -2.770
C -2.502 -2.245 -1.802
H -0.080 -4.600 -2.290
H -1.753 -5.408 -3.918
H -3.889 -4.152 -4.266
H -4.342 -2.105 -2.914
H -2.735 -1.363 -1.200
H 2.871 -0.092 -3.645
H 2.147 -0.114 -3.892
S -1.301 -0.001 1.178
C -0.405 0.080 2.625
N 0.936 0.117 2.643
C 1.452 0.371 3.962
C 0.205 0.402 4.843
N -0.878 0.173 3.886
H 1.469 0.129 1.784
H 1.983 1.331 3.970
H 2.129 -0.438 4.251
H 0.077 1.384 5.334
H 0.219 -0.386 5.619
H -1.878 0.216 4.088
*
```

These are the Löwdin partial charges, in e, on atoms 1 to 2: 0.207, 0.271

=====

Here is a gas-phase ion, ClHNO2S (charge -1) at a distorted geometry from OMol25. Energies are from the ωB97M-V functional and the def2-TZVPD basis.

- highest occupied orbital energy (eV) = -5.24
- total energy (Ha) = -1064.26698
- orbital gap (Ha) = 0.341
- structure (SMILES) = N=[S@](=O)([O-])Cl
- lowest unoccupied orbital energy (Eh) = 0.148
- relative energy (zero: lowest compared OMol25 entry of this formula, charge and spin) (kcal/mol) = 5.8

Geometry as ORCA input:
```
! RIJCOSX wB97M-V def2-TZVPD def2/J DEFGRID3
* xyz -1 1
N -1.124 -0.018 -0.784
S 0.162 -0.245 0.033
O 1.004 -1.074 -0.778
O 0.111 -0.463 1.462
Cl 1.472 1.551 0.021
H -1.626 0.249 0.045
*
```

These are the Löwdin partial charges, in e, on atoms 1 to 2: -0.247, 0.158

=====

Here is a single C4H5NO molecule at a distorted geometry from OMol25. Energies are from the ωB97M-V functional and the def2-TZVPD basis.

- highest occupied orbital energy (eV) = -8.87
- total energy (Ha) = -285.17778
- orbital gap (Ha) = 0.344
- structure (SMILES) = C#C/C(C)=N/O
- lowest unoccupied orbital energy (Eh) = 0.018
- relative energy (zero: lowest compared OMol25 entry of this formula, charge and spin) (kcal/mol) = 148.6

Geometry as ORCA input:
```
! RIJCOSX wB97M-V def2-TZVPD def2/J DEFGRID3
* xyz 0 1
C -2.611 -0.324 -0.164
C -1.325 -0.523 0.180
C -0.063 0.065 0.036
C 0.244 1.612 0.021
N 0.867 -0.738 0.029
O 2.077 -0.459 -0.117
H -3.704 -0.595 -0.096
H 0.928 1.322 0.896
H -0.711 2.259 0.219
H 0.849 2.113 -0.863
H 2.483 -1.244 0.133
*
```

These are the Löwdin partial charges, in e, on atoms 1 to 2: 0.131, -0.049

=====

Here is a single C6H6F2N2O2 molecule at a distorted geometry from OMol25. Energies are from the ωB97M-V functional and the def2-TZVPD basis.

- highest occupied orbital energy (eV) = -8.53
- total energy (Ha) = -691.78801
- orbital gap (Ha) = 0.322
- structure (SMILES) = N/C(F)=C\[C@@H]1C=C(F)C=[N+]([O-])O1
- lowest unoccupied orbital energy (Eh) = 0.009
- relative energy (zero: lowest compared OMol25 entry of this formula, charge and spin) (kcal/mol) = 0.0

Geometry as ORCA input:
```
! RIJCOSX wB97M-V def2-TZVPD def2/J DEFGRID3
* xyz 0 1
N -0.461 0.990 1.654
C 0.711 1.069 0.954
F 1.740 1.357 1.798
C 1.014 1.052 -0.347
C 0.214 0.406 -1.445
C -1.221 0.161 -1.084
C -1.336 -0.796 -0.162
F -2.499 -1.152 0.403
C -0.161 -1.492 0.296
N 0.845 -1.653 -0.517
O 1.809 -2.374 -0.378
O 0.833 -0.868 -1.681
H -0.360 1.227 2.630
H -1.296 1.340 1.217
H 2.056 1.199 -0.592
H 0.330 0.931 -2.395
H -2.028 0.709 -1.529
H -0.191 -2.107 1.178
*
```

These are the Löwdin partial charges, in e, on atoms 1 to 2: 0.150, -0.377

=====

Here is a gas-phase ion, C3H6N3O (charge +1) at a distorted geometry from OMol25. Energies are from the ωB97M-V functional and the def2-TZVPD basis.

- highest occupied orbital energy (eV) = -14.34
- total energy (Ha) = -357.02783
- orbital gap (Ha) = 0.350
- structure (SMILES) = [H]/N=N/C(=O)[C@H]1C[NH2+]1
- lowest unoccupied orbital energy (Eh) = -0.177
- relative energy (zero: lowest compared OMol25 entry of this formula, charge and spin) (kcal/mol) = 80.9

Geometry as ORCA input:
```
! RIJCOSX wB97M-V def2-TZVPD def2/J DEFGRID3
* xyz 1 1
H -3.535 1.507 0.307
N -3.335 0.664 -0.244
N -2.372 0.086 0.287
C -1.457 -0.770 -0.112
O -1.279 -1.883 0.304
C -0.234 0.071 -0.460
C 0.848 0.273 0.559
N 1.041 -0.733 -0.482
H -0.166 0.938 -1.105
H 1.494 1.125 0.491
H 0.640 -0.107 1.567
H 1.616 -0.348 -1.212
H 0.626 -1.697 -0.272
*
```

These are the Löwdin partial charges, in e, on atoms 1 to 2: 0.106, 0.223